*a*
{
  "formula": "C6H3OS",
  "method": "ωB97M-V/def2-TZVPD",
  "species": ["C", "C", "H", "H", "C", "C", "S", "C", "C", "H", "O"],
  "coordinates": [[-0.439, -1.423, -0.438], [0.849, -1.469, -0.653], [0.862, 2.341, 1.156], [-1.264, 0.568, 1.888], [0.563, 0.902, -0.720], [-0.730, 0.021, -0.313], [2.366, -1.932, -0.868], [0.307, 1.577, 0.636], [-0.682, 0.760, 0.996], [-1.158, -2.219, -0.294], [-0.675, 0.875, -1.391]],
  "lowdin_charge": [-0.147, -0.733, 0.061, 0.071, -0.159, -0.462, 0.500, -0.088, -0.063, 0.077, -0.059],
  "homo_energy_ev": -2.93,
  "spin_multiplicity": 1,
  "total_charge": -1,
  "molar_mass_da": 123.16,
  "gap_ev": 6.614,
  "lumo_ev": 3.69
}

=====

*b*
{
  "formula": "C6H3OS",
  "method": "ωB97M-V/def2-TZVPD",
  "species": ["C", "C", "S", "C", "H", "H", "C", "C", "H", "C", "O"],
  "coordinates": [[-1.573, -0.220, 0.081], [1.768, -1.089, 0.809], [3.507, -2.594, 2.468], [-0.985, -1.586, 0.737], [2.168, -0.509, -0.152], [0.272, 1.259, -0.182], [2.515, -1.836, 1.521], [0.338, -0.760, 0.888], [-2.550, -0.008, -0.277], [-0.378, 0.377, 0.091], [-0.370, -1.082, 2.038]],
  "lowdin_charge": [-0.111, -0.139, 0.625, -0.118, 0.162, 0.076, -0.714, -0.578, 0.038, -0.099, -0.143],
  "homo_energy_ev": -2.81,
  "spin_multiplicity": 1,
  "total_charge": -1,
  "molar_mass_da": 123.16,
  "gap_ev": 6.021,
  "lumo_ev": 3.21
}

=====

Least stable structure among those shown: *b*.